1.
Formula: C7H13N3O2
Source: the OMol25 dataset
Level of theory: ωB97M-V/def2-TZVPD

Last column: Mulliken charge in e.
Element x y z (Å)
C  -3.09097  -0.11254  -0.10588  0.387
C  1.34136  -1.42466  0.93859  -0.641
C  2.35318  -0.53337  0.22384  -0.644
C  1.17365  1.15519  -1.26253  -0.544
C  0.05382  -1.55448  0.12352  -0.702
C  0.46765  1.11439  0.01569  0.246
C  -1.73917  -0.19812  -0.82791  -0.358
N  1.83477  0.80313  -0.01063  -0.309
N  -0.15871  2.11359  0.74686  -0.405
N  -0.70660  -0.33103  0.17171  -0.159
O  -3.00255  0.54100  1.04748  -0.518
O  -4.11089  -0.56705  -0.54057  -0.585
H  1.77636  -2.41176  1.08778  0.392
H  1.10492  -0.99032  1.91030  0.276
H  3.25959  -0.42420  0.82998  0.309
H  2.63735  -0.98612  -0.73221  0.351
H  0.97243  0.37141  -1.98612  0.217
H  1.47400  2.09812  -1.70309  0.265
H  0.30120  -1.85968  -0.90846  0.346
H  -0.58326  -2.33905  0.55537  0.423
H  -1.63842  0.74030  -1.38551  0.292
H  -1.75770  -1.01963  -1.55404  0.371
H  0.03641  2.02290  1.73659  0.265
H  0.05726  3.04818  0.42429  0.250
H  -2.05568  0.74381  1.20495  0.475

The net charge is 0. The calculation puts the LUMO energy at 0.697 eV. The value obtained for the HOMO-LUMO gap is 0.3468 hartree. As for the HOMO energy: -0.32117 hartree.

***

2.
Formula: C7H13N3O2
Source: the OMol25 dataset
Level of theory: ωB97M-V/def2-TZVPD

Last column: Mulliken charge in e.
Element x y z (Å)
C  -0.05681  0.42710  -0.19608  -0.180
C  -2.06700  -0.47512  -0.15173  0.671
C  1.94048  -0.49746  1.18957  -1.269
C  2.11959  1.77814  0.19231  -1.651
C  2.20099  -0.12819  -1.34631  -1.513
C  -3.42098  -2.46144  0.07803  -0.610
C  1.46989  0.35829  -0.05229  1.751
N  -0.86066  -0.73322  -0.37034  -0.424
N  -0.63659  1.51111  0.10105  -0.135
N  -1.85177  1.40706  0.41291  -0.250
O  -2.66579  2.46742  0.09024  -0.416
O  -3.21066  -1.06044  0.08139  -0.356
H  1.92774  0.12658  2.05007  0.430
H  1.25066  -1.43365  1.51832  0.269
H  3.01319  -0.88282  1.00205  0.263
H  2.16579  2.38695  -0.77292  0.359
H  1.63342  2.33369  0.98043  0.383
H  3.19195  1.64167  0.33829  0.451
H  1.64360  -1.02663  -1.79248  0.324
H  2.45594  0.69192  -2.10544  0.320
H  3.13004  -0.43714  -1.05311  0.460
H  -4.28637  -2.72852  -0.42558  0.258
H  -3.53881  -2.58333  1.23695  0.240
H  -2.43546  -3.08493  -0.24198  0.289
H  -3.11237  2.40297  -0.76335  0.337

The net charge is 0. The calculation puts the LUMO energy at 0.658 eV. The value obtained for the HOMO-LUMO gap is 0.3214 hartree. As for the HOMO energy: -0.29725 hartree.

***

Stability, lowest: 2

***

1.
Formula: C7H7NO3
Source: the OMol25 dataset
Level of theory: ωB97M-V/def2-TZVPD

Last column: Mulliken charge in e.
Element x y z (Å)
C  1.13814  2.16199  -0.70491  -0.339
C  0.74198  0.93445  -1.15628  -0.605
C  1.07045  2.17171  0.65840  -0.206
C  0.46705  0.21957  0.02320  0.422
C  -2.40380  1.33815  -0.04178  0.487
C  -0.75253  -1.57777  1.29244  -1.301
C  -0.17250  -1.09046  0.16014  -0.078
N  -2.31467  0.22660  -0.44421  -0.049
O  -2.17728  2.46486  0.15232  -0.433
O  0.65256  1.00412  1.14121  -0.348
O  -2.91117  -0.98026  -0.49496  -0.364
H  1.41663  3.06517  -1.17556  0.409
H  0.69562  0.56206  -2.16443  0.470
H  1.29521  3.01011  1.33396  0.411
H  -0.99894  -0.96744  2.05644  0.463
H  -1.09674  -2.62811  1.32154  0.425
H  -0.04479  -1.80771  -0.66252  0.239
H  -2.83081  -1.50277  0.34715  0.395

The net charge is 0. The calculation puts the LUMO energy at 0.404 eV. The value obtained for the HOMO-LUMO gap is 0.3114 hartree. As for the structure (SMILES): C=Cc1ccco1.O=C=NO. As for the HOMO energy: -0.29659 hartree.

***

2.
Formula: C7H7NO3
Source: the OMol25 dataset
Level of theory: ωB97M-V/def2-TZVPD

Last column: Mulliken charge in e.
Element x y z (Å)
C  1.67860  -0.86145  -0.60946  0.551
C  0.76360  -0.45405  0.61470  -0.008
C  1.12174  0.37846  1.56306  -0.435
C  -0.51747  -1.27220  0.35454  -0.814
C  -1.68239  -0.58064  -0.38536  0.558
C  -1.67809  0.98288  -0.36737  -0.582
C  -0.53346  1.78159  -0.86935  0.481
H  2.23253  0.92344  -0.91853  0.451
H  0.44632  0.78422  2.27711  0.353
H  2.07094  1.02126  1.49117  0.230
H  -0.35911  -2.19340  -0.12392  0.397
H  -0.92518  -1.57155  1.41487  0.340
H  -2.72092  1.32763  -0.81318  0.362
H  -2.02110  1.01087  0.75564  0.285
N  0.62151  1.82175  -1.30170  -0.597
O  2.75855  -0.03174  -0.91578  -0.496
O  1.31212  -1.89154  -1.29079  -0.571
O  -2.56819  -1.17553  -0.87564  -0.506

The net charge is 0. The calculation puts the LUMO energy at -0.212 eV. The value obtained for the HOMO-LUMO gap is 0.3700 hartree. As for the structure (SMILES): C=C(CC(=O)CC#N)C(=O)O. As for the HOMO energy: -0.37782 hartree.

***

Stability, lowest: 1

***

1.
Formula: C11H19Cl3IrO
Source: the OMol25 dataset
Level of theory: ωB97M-V/def2-TZVPD

Last column: Mulliken charge in e.
Element x y z (Å)
C  0.37462  -0.06682  0.85947  0.633
C  1.01035  0.98999  0.04469  1.367
C  1.37730  0.35407  -1.24469  -0.132
C  1.73272  2.13760  0.64489  -1.788
C  1.00591  -0.97078  -1.23432  1.871
C  0.45823  -1.35368  0.05038  0.113
C  0.07693  -2.57247  0.51283  -1.901
C  0.50657  -0.21913  2.32377  -2.056
C  2.19060  1.03683  -2.26353  -1.953
C  1.11310  -1.91629  -2.38055  -1.902
Ir  -0.96584  1.36495  0.03696  0.920
Cl  -1.17330  2.83646  -1.58102  -0.569
Cl  -1.18542  2.41225  2.05452  -0.585
Cl  -1.92847  -0.51213  -1.10828  -0.582
H  1.82678  2.05377  1.72404  0.265
H  1.19670  3.05172  0.40694  0.336
H  2.71655  2.16535  0.19312  0.477
H  1.96852  2.10128  -2.22254  0.357
H  1.97067  0.68569  -3.27295  0.473
H  3.27039  0.91109  -2.10589  0.241
H  0.86886  -1.34382  -3.28297  0.385
H  0.41651  -2.76151  -2.27509  0.360
H  2.12227  -2.33371  -2.52880  0.249
H  0.02978  -3.42644  -0.15020  0.173
H  -2.29952  -2.33244  2.01678  0.330
H  -0.03755  -2.66927  1.58522  0.357
H  0.58284  0.72463  2.86832  0.532
H  1.37992  -0.84750  2.53622  0.343
H  -0.37516  -0.77685  2.67579  0.328
O  -3.16579  -2.55973  1.63658  -0.727
H  -3.49215  -1.65277  1.49631  0.342
C  -3.09712  1.35039  0.44430  -1.152
H  -3.67258  0.57708  -0.09236  0.337
H  -3.46861  2.33020  0.11801  0.283
H  -3.33464  1.23198  1.51406  0.275

The expectation value of S² is 8.773. The net charge is -2. The calculation puts the LUMO energy (spin up / spin down) at 5.319 / 5.074 eV. The spin multiplicity is 6. The value obtained for the HOMO-LUMO gap (spin up / spin down) is 0.1085 / 0.2116 hartree. As for the HOMO energy (spin up / spin down): 0.08694 / -0.02516 hartree.

***

2.
Formula: C11H19Cl3IrO
Source: the OMol25 dataset
Level of theory: ωB97M-V/def2-TZVPD

Last column: Mulliken charge in e.
Element x y z (Å)
C  1.45845  -0.87708  -0.40898  0.889
C  1.78483  0.07434  -1.50302  1.129
C  0.94297  -0.27365  -2.63179  0.204
C  3.05078  0.84288  -1.62737  -1.490
C  0.15872  -1.39292  -2.32898  1.284
C  0.49721  -1.87961  -0.99046  0.218
C  0.12623  -3.03630  -0.35207  -1.837
C  2.46404  -1.40466  0.54393  -2.225
C  0.97447  0.40544  -3.96314  -1.896
C  -0.93121  -1.98504  -3.14630  -1.850
Ir  0.35077  0.96031  0.10580  0.675
Cl  -0.06085  2.70666  -1.07699  -0.517
Cl  2.06700  1.50135  1.55402  -0.596
Cl  -1.58336  -0.23029  -0.20063  -0.582
H  3.78331  0.46968  -0.90459  0.296
H  2.82337  1.89223  -1.42212  0.263
H  3.42434  0.74610  -2.65606  0.424
H  1.24439  1.46321  -3.84025  0.338
H  -0.00450  0.35769  -4.47331  0.426
H  1.73903  -0.05976  -4.61104  0.258
H  -1.51571  -1.19981  -3.64126  0.376
H  -1.62100  -2.55603  -2.50887  0.333
H  -0.58704  -2.62961  -3.96892  0.287
H  -0.82552  -3.49993  -0.62482  0.060
H  -0.26582  -2.19342  1.88996  0.319
H  0.64231  -3.40858  0.52464  0.622
H  3.20946  -0.64488  0.77285  0.544
H  2.94472  -2.26636  0.06765  0.343
H  1.93805  -1.74647  1.43643  0.400
O  -1.04333  -2.15435  2.51282  -0.805
H  -1.19610  -1.15412  2.41554  0.370
C  -0.72469  1.50379  1.81799  -1.164
H  -1.75658  1.14138  1.92744  0.368
H  -0.79515  2.59414  1.70256  0.234
H  -0.25127  1.31698  2.79030  0.303

The expectation value of S² is 8.777. The net charge is -2. The calculation puts the LUMO energy (spin up / spin down) at 5.411 / 5.188 eV. The spin multiplicity is 6. The value obtained for the HOMO-LUMO gap (spin up / spin down) is 0.1102 / 0.2254 hartree. As for the HOMO energy (spin up / spin down): 0.08869 / -0.03479 hartree.

***

Stability, lowest: 1